Record 1
C5H8N2 in the gas phase. Source: the Open Molecules 2025 dataset; level of theory: ωB97M-V/def2-TZVPD.

## Properties
charge = 0
frontier orbital gap = 9.531 eV

Last column: natural (NBO) charge in e.
CARTESIAN COORDINATES (ANGSTROEM)
N1 -0.809 1.346 -0.322  -0.317
N2 -1.094 -0.049 -0.486  -0.329
C1 0.449 1.310 0.009  0.077
C2 -2.417 -0.432 -0.008  -0.394
C3 0.071 -0.961 -0.171  -0.114
C4 1.027 -0.011 0.075  -0.276
C5 2.458 -0.308 0.393  -0.623
H1 3.151 0.221 -0.270  0.209
H2 -2.422 -0.330 1.071  0.219
H3 2.714 -0.027 1.420  0.212
H4 2.629 -1.381 0.285  0.234
H5 -2.588 -1.473 -0.277  0.228
H6 -0.976 -0.395 -1.464  0.449
H7 -3.152 0.237 -0.449  0.216
H8 0.959 2.253 0.194  0.209

=====

Record 2
C5H8N2 in the gas phase. Source: the Open Molecules 2025 dataset; level of theory: ωB97M-V/def2-TZVPD.

## Properties
charge = 0
SMILES = CCc1c[nH]cn1
frontier orbital gap = 9.478 eV

Last column: natural (NBO) charge in e.
CARTESIAN COORDINATES (ANGSTROEM)
N1 -0.478 1.047 0.744  -0.463
N2 1.539 0.342 1.193  -0.514
C1 -0.879 -0.806 -2.253  -0.604
C2 0.615 1.305 1.411  0.159
C3 -1.320 -0.773 -0.775  -0.431
C4 -0.256 -0.118 0.064  0.103
C5 0.990 -0.580 0.350  -0.131
H1 -1.206 0.121 -2.730  0.209
H2 0.800 2.145 2.058  0.196
H3 0.203 -0.786 -2.384  0.205
H4 -1.490 -1.784 -0.418  0.210
H5 2.495 0.303 1.505  0.414
H6 1.475 -1.470 -0.016  0.216
H7 -1.256 -1.633 -2.845  0.206
H8 -2.205 -0.171 -0.653  0.227

=====

Record 3
A 2-piece molecular cluster, C5H8N2 overall. Source: the Open Molecules 2025 dataset; level of theory: ωB97M-V/def2-TZVPD.

## Properties
charge = +2
frontier orbital gap (spin up / spin down) = 9.062 / 8.441 eV

Last column: natural (NBO) charge in e.
CARTESIAN COORDINATES (ANGSTROEM)
N1 1.122 0.536 0.044  -0.310
N2 -1.110 0.429 -0.141  -0.328
C1 -0.018 1.211 -0.141  0.044
C2 3.420 -0.547 0.437  -0.807
C3 2.212 0.115 0.206  0.788
C4 -3.487 -0.639 0.017  -0.776
C5 -2.172 -0.031 0.033  0.764
H1 4.229 0.152 0.540  0.343
H2 0.046 2.317 0.101  0.336
H3 3.771 -1.211 -0.324  0.342
H4 3.443 -1.110 1.322  0.335
H5 -3.365 -1.635 -0.456  0.337
H6 -4.004 -0.984 1.064  0.370
H7 -3.980 0.137 -0.581  0.323
H8 -0.109 1.260 -2.122  0.237

=====

Record 4
A 2-piece molecular cluster, C5H8N2O overall. Source: the Open Molecules 2025 dataset; level of theory: ωB97M-V/def2-TZVPD.

## Properties
charge = 0
frontier orbital gap = 7.981 eV

Last column: natural (NBO) charge in e.
CARTESIAN COORDINATES (ANGSTROEM)
O1 -1.020 0.177 2.413  -0.444
N1 1.920 0.784 1.224  -0.823
N2 -1.112 -1.015 0.389  -0.588
C1 0.897 1.048 0.326  -0.085
C2 0.276 2.233 0.197  -0.485
C3 -1.193 -2.135 -1.710  -0.728
C4 -0.565 -1.181 -0.762  0.190
C5 -0.794 -0.154 1.319  0.864
H1 0.488 3.073 0.847  0.192
H2 2.630 0.137 0.921  0.384
H3 2.278 1.569 1.749  0.376
H4 -1.386 -1.601 -2.642  0.247
H5 -2.119 -2.596 -1.355  0.201
H6 -0.463 -2.909 -1.953  0.248
H7 -0.531 2.353 -0.508  0.206
H8 0.695 0.216 -0.454  0.246

=====

Record 5
C5H8N2O in the gas phase. Source: the Open Molecules 2025 dataset; level of theory: ωB97M-V/def2-TZVPD.

## Properties
charge = 0
frontier orbital gap = 8.027 eV

Last column: natural (NBO) charge in e.
CARTESIAN COORDINATES (ANGSTROEM)
O1 1.353 1.400 -0.224  -0.607
N1 1.013 -1.418 0.679  -0.914
N2 -1.558 -0.815 -0.798  -0.368
C1 1.286 -1.026 -0.686  -0.320
C2 0.672 0.271 -0.320  0.670
C3 -1.417 1.596 0.332  -0.620
C4 -1.197 -1.023 0.389  0.185
C5 -0.740 0.313 -0.069  -0.136
H1 2.349 -0.916 -0.948  0.165
H2 -2.479 1.414 0.489  0.230
H3 -1.514 -1.530 1.284  0.231
H4 0.769 -1.551 -1.508  0.186
H5 -0.990 1.990 1.257  0.222
H6 2.296 1.233 -0.365  0.502
H7 -1.306 2.358 -0.442  0.218
H8 1.463 -2.296 0.928  0.354

=====

Record 6
C5H8N2O in the gas phase. Source: the Open Molecules 2025 dataset; level of theory: ωB97M-V/def2-TZVPD.

## Properties
charge = 0
SMILES = OC[C@H]1C=CN=CN1
frontier orbital gap = 8.862 eV

Last column: natural (NBO) charge in e.
CARTESIAN COORDINATES (ANGSTROEM)
O1 1.800 -0.556 -1.216  -0.720
N1 -2.142 -0.322 -0.696  -0.507
N2 -0.345 -1.022 0.662  -0.624
C1 -1.679 0.963 -0.483  -0.018
C2 -0.478 1.247 0.060  -0.266
C3 0.409 0.247 0.677  -0.107
C4 1.777 0.274 -0.053  -0.070
C5 -1.432 -1.236 -0.120  0.288
H1 0.616 0.477 1.735  0.197
H2 2.622 -0.079 0.611  0.161
H3 -2.323 1.711 -0.938  0.202
H4 -1.702 -2.253 -0.357  0.182
H5 -0.162 2.296 0.198  0.212
H6 -0.117 -1.732 1.368  0.406
H7 1.869 1.343 -0.414  0.194
H8 1.287 -1.357 -1.034  0.468

=====

Record 7
C5H8N2O in the gas phase. Source: the Open Molecules 2025 dataset; level of theory: ωB97M-V/def2-TZVPD.

## Properties
charge = 0
SMILES = C#CC(=O)N(N)CC
frontier orbital gap = 10.747 eV

Last column: natural (NBO) charge in e.
CARTESIAN COORDINATES (ANGSTROEM)
O1 -0.042 1.890 0.326  -0.559
N1 0.978 -1.577 -0.074  -0.627
N2 0.170 -0.414 -0.184  -0.286
C1 -2.378 0.409 -0.090  -0.627
C2 3.345 1.075 -0.024  -0.225
C3 -1.371 -0.711 0.043  -0.205
C4 0.545 0.842 0.194  0.650
C5 2.148 0.962 0.074  -0.151
H1 4.402 1.206 -0.080  0.236
H2 -3.389 -0.010 -0.143  0.216
H3 -1.457 -1.193 1.022  0.192
H4 -2.213 0.997 -0.997  0.224
H5 -1.566 -1.475 -0.715  0.204
H6 -2.355 1.072 0.780  0.228
H7 1.579 -1.496 0.749  0.362
H8 1.605 -1.578 -0.881  0.367

=====

Record 8
C5H8N2O in the gas phase. Source: the Open Molecules 2025 dataset; level of theory: ωB97M-V/def2-TZVPD.

## Properties
charge = 0
SMILES = C[C@@H]1N=C(N)CC1=O
frontier orbital gap = 10.366 eV

Last column: natural (NBO) charge in e.
CARTESIAN COORDINATES (ANGSTROEM)
O1 1.993 -0.025 1.540  -0.508
N1 -0.500 -1.134 -2.370  -0.798
N2 -0.809 0.647 -0.797  -0.455
C1 1.130 -0.011 0.710  0.592
C2 -0.150 -0.357 -1.233  0.427
C3 0.059 1.081 0.476  -0.177
C4 -0.833 1.099 1.740  -0.629
C5 0.949 -0.965 -0.393  -0.612
H1 -1.427 -0.917 -2.613  0.381
H2 1.864 -1.008 -0.993  0.260
H3 -1.463 0.148 1.850  0.225
H4 0.396 2.051 0.182  0.228
H5 0.520 -1.932 -0.093  0.251
H6 -0.348 -2.034 -2.283  0.361
H7 -1.394 2.036 1.797  0.224
H8 0.016 1.321 2.480  0.229

=====

Copy entry 5 word for word.
C5H8N2O in the gas phase. Source: the Open Molecules 2025 dataset; level of theory: ωB97M-V/def2-TZVPD.

## Properties
charge = 0
frontier orbital gap = 8.027 eV

Last column: natural (NBO) charge in e.
CARTESIAN COORDINATES (ANGSTROEM)
O1 1.353 1.400 -0.224  -0.607
N1 1.013 -1.418 0.679  -0.914
N2 -1.558 -0.815 -0.798  -0.368
C1 1.286 -1.026 -0.686  -0.320
C2 0.672 0.271 -0.320  0.670
C3 -1.417 1.596 0.332  -0.620
C4 -1.197 -1.023 0.389  0.185
C5 -0.740 0.313 -0.069  -0.136
H1 2.349 -0.916 -0.948  0.165
H2 -2.479 1.414 0.489  0.230
H3 -1.514 -1.530 1.284  0.231
H4 0.769 -1.551 -1.508  0.186
H5 -0.990 1.990 1.257  0.222
H6 2.296 1.233 -0.365  0.502
H7 -1.306 2.358 -0.442  0.218
H8 1.463 -2.296 0.928  0.354